An isolated molecule of C4H5N3, computed with ωB97M-V/def2-TZVPD.

As for the frontier orbital gap (alpha / beta): 7.65 / 7.65 eV. The value obtained for the relative energy (zero: lowest compared OMol25 entry of this formula, charge and spin) is 5.504 eV. As for the charge: 0.

Last column: natural (NBO) charge in e.
Geometry (Å):
N 0.222091 1.781636 1.257872  -0.782
C 0.115175 0.613206 0.534966  0.010
C 0.943511 0.355503 -0.628271  0.280
N 0.430170 0.018404 -1.800643  -0.436
C -0.162889 -1.100546 -1.570649  0.201
N -0.192451 -1.569522 -0.234481  -0.652
C -0.499084 -0.556025 0.758329  -0.146
H 0.368738 2.596721 0.674675  0.383
H -0.537243 1.916421 1.912361  0.386
H 0.894472 -1.599037 -0.095656  0.341
H -0.561457 -1.758304 -2.321027  0.195
H -1.091966 -0.907244 1.590288  0.220

Cartesian forces, eV/Å:
-0.20 0.31 0.10
-0.73 0.00 -0.44
1.64 1.15 -0.39
-0.45 -0.09 1.16
-1.02 -0.04 -0.27
2.67 -1.18 0.12
-0.61 0.60 -0.30
-0.03 -0.07 0.23
0.14 0.06 -0.07
-1.53 -1.10 0.10
-0.08 0.12 -0.37
0.20 0.25 0.13